# 1
# C21H25FeN2O

C21H25FeN2O as an isolated structure in a non-equilibrium geometry (wB97M-V/def2-TZVPD, OMol25).

Geometry (Å):
H (-3.279106, 1.982136, 1.467902)
H (-8.079266, 2.859372, 1.779631)
H (-3.051738, 0.074711, -2.171059)
C (-1.238801, 0.029183, -1.043477)
C (-0.569172, 0.445172, 0.159743)
H (-5.124284, 3.823197, -2.880382)
H (-0.698176, -0.453870, -1.857620)
H (3.679615, -0.520173, -0.886193)
C (3.094739, -0.763808, 0.005749)
H (-6.858517, 5.957525, -1.123834)
H (-5.435694, 3.344919, 2.127430)
C (-4.947767, 2.373436, -1.208707)
Fe (-6.504331, 3.217262, -0.516651)
H (-4.662035, 5.220222, 0.330267)
N (-3.415014, 0.626000, -0.154524)
C (-7.127282, 1.544272, -1.381602)
C (-5.836060, 1.360663, -0.602488)
C (-7.475864, 3.512482, 1.154837)
H (-5.484230, -0.772110, -0.224826)
C (-6.933692, 2.542886, -2.375581)
H (0.990457, 1.410177, 2.129067)
H (-7.616096, 2.893847, -3.164845)
C (-7.949474, 4.389637, 0.097305)
C (-6.819384, 5.159659, -0.388707)
C (1.201889, 0.365443, 1.903462)
C (-5.646258, 4.762858, 0.369865)
C (-2.741785, 1.314230, 0.783838)
N (0.726951, 0.052647, 0.545521)
H (-1.006173, 1.361892, 2.071205)
C (-5.294505, 0.299379, 0.271905)
H (-3.927902, 2.423232, -0.934135)
H (0.625770, -0.213357, 2.631995)
C (-1.393561, 1.142395, 1.072694)
H (-5.414777, 1.289263, 2.451299)
C (1.605445, -0.786933, -0.307336)
H (2.788416, -0.862999, 2.587060)
H (-8.039071, 0.961948, -1.318939)
H (-6.095890, -0.280380, 2.322749)
O (3.422183, 0.255063, 0.952543)
C (-5.259802, 0.346112, 1.884241)
C (2.673206, 0.131946, 2.159661)
H (1.263772, -1.841467, -0.246239)
H (3.395695, -1.740090, 0.409531)
H (-4.343712, -0.146787, 2.302623)
H (3.086112, 0.898546, 2.831120)
H (1.458024, -0.466947, -1.347194)
C (-6.048760, 3.740417, 1.324271)
C (-2.613697, 0.217934, -1.171947)
C (-5.569349, 3.046614, -2.269887)
H (-8.983849, 4.485944, -0.226445)

Atomic forces in eV per Å
H -0.264 -0.422 -0.206
H 0.192 -0.041 -0.385
H -0.132 -0.314 0.463
C -0.331 0.298 0.000
C -0.655 -0.926 0.349
H -0.168 -0.037 0.097
H -0.105 0.286 0.019
H -0.069 -0.203 0.167
C 0.031 0.837 0.963
H 0.012 -0.376 -0.019
H -0.028 -0.164 -0.525
C 0.447 -1.347 -1.322
Fe -0.683 -0.069 -0.563
H -0.162 -0.350 -0.226
N 1.858 -0.196 -0.407
C 1.557 -2.467 -1.025
C -1.111 0.043 -2.024
C -0.227 2.395 1.645
H 0.399 2.329 1.543
C 1.016 0.098 -0.614
H -0.091 0.152 -0.200
H 0.097 -0.250 0.802
C -0.283 0.170 1.557
C 0.560 0.597 1.445
C -1.142 0.264 -0.680
C -1.068 1.587 1.780
C 1.385 0.561 2.060
N 2.666 -0.154 0.174
H -0.323 0.620 -0.475
C -2.922 -1.520 0.953
H 0.391 0.582 0.159
H -0.156 -0.119 0.318
C -0.174 -0.241 -0.256
H 0.380 -0.185 -1.070
C -1.992 0.131 -0.065
H 0.434 -0.257 0.115
H 0.125 0.051 0.364
H 0.634 0.380 -0.712
O 0.311 -0.194 0.053
C -0.816 -1.442 -0.481
C 0.267 0.017 -1.072
H 0.035 0.148 -0.211
H 0.158 0.066 -0.067
H -0.395 0.477 -0.539
H -0.218 -0.403 -0.064
H -0.068 -0.062 0.210
C -1.061 1.595 0.409
C 1.535 -0.596 -0.720
C -0.209 -1.254 -1.674
H 0.364 -0.096 -0.043

## Properties
* F_max: 3.429 eV/A
* E_LUMO (alpha / beta): 0.110 / 0.108 Eh
* 2S+1: 5
* net charge: -1
* HOMO (alpha / beta): 0.150 / -3.936 eV

***

# 2
# C21H25IrN4O5

C21H25IrN4O5 as an isolated structure (wB97M-V/def2-TZVPD, OMol25).

Geometry (Å):
C (-0.021019, 4.114103, -1.908143)
H (-0.026576, -5.026678, -3.942667)
H (-1.205438, 1.192204, 4.095500)
C (-0.672421, 2.838579, 0.059182)
C (0.253399, 4.214232, -3.251536)
H (-2.926382, -0.053567, 0.981361)
O (1.275381, -1.399099, -0.435036)
N (2.726492, 1.391950, -0.574789)
O (-0.338184, 0.494513, -1.619683)
C (-1.487190, -2.244686, -0.625518)
C (-1.443149, 1.991722, 2.117614)
C (0.221420, -4.270671, -3.211752)
C (-0.444027, -2.710026, -1.487358)
C (-0.755472, -3.706295, -2.431836)
C (-0.468919, -1.455931, 2.749563)
C (-0.212907, 2.861996, -1.304638)
H (-0.091283, 5.006023, -1.297857)
H (2.329146, -4.308913, -3.636611)
C (-0.155042, 1.701033, -2.115566)
H (2.621640, -0.457846, 1.962181)
C (-0.569146, 1.623346, 3.322691)
Ir (0.136119, 0.072123, 0.210545)
C (1.548977, -3.863791, -3.032536)
H (1.029967, 0.423138, 4.053778)
H (-3.297079, -1.765568, 0.963990)
H (-2.301304, -0.370224, 3.208075)
C (0.894141, -2.300651, -1.318454)
H (-2.350349, 1.395328, 2.113861)
H (-1.786785, -4.023515, -2.535395)
C (0.042152, 1.821173, -3.497036)
H (-0.165500, 2.541328, 3.753317)
O (3.674516, 2.055755, -0.251118)
N (-1.437822, -1.233514, 0.170948)
O (2.536534, 0.876665, -1.654139)
H (-1.010565, 3.794908, 0.456126)
H (0.068812, 0.919232, -4.091999)
H (0.474908, 3.141437, -5.104478)
C (0.657125, 0.752712, 3.080436)
H (0.429010, 5.181682, -3.699841)
H (-0.259257, -1.590504, 3.814835)
H (-0.225708, -2.397679, 2.257211)
H (2.042747, -1.409439, 3.356090)
H (-2.428126, -2.085504, 3.028232)
H (2.908509, -2.583483, -1.962787)
C (1.885981, -2.906557, -2.101589)
N (-0.790589, 1.806582, 0.819517)
H (1.439057, 1.344178, 2.610657)
H (-1.764407, 3.030417, 2.205192)
N (0.522661, -0.467143, 2.224698)
C (1.856250, -1.142316, 2.314327)
C (0.274149, 3.058703, -4.044757)
O (1.801576, 1.232683, 0.398035)
C (-1.967844, -1.198463, 2.588264)
C (-2.501039, -1.042457, 1.145148)
H (1.856544, -2.028949, 1.691281)
H (-2.403683, -2.834276, -0.615536)

Atomic forces in eV per Å
C 0.000 -0.061 0.083
H 0.003 0.001 -0.001
H -0.007 -0.003 -0.012
C -0.067 0.038 0.072
C -0.002 -0.006 -0.005
H -0.022 -0.004 0.012
O 0.176 -0.444 -0.034
N 0.038 -0.166 -0.029
O 0.243 0.409 -0.405
C 0.117 -0.050 -0.068
C 0.047 0.066 0.023
C -0.103 -0.014 0.007
C -0.120 0.011 0.058
C 0.028 -0.073 -0.072
C 0.000 -0.013 -0.022
C -0.009 0.188 0.020
H 0.002 -0.001 -0.003
H 0.002 -0.001 0.000
C -0.151 -0.387 0.232
H 0.013 0.008 -0.001
C 0.021 0.012 0.008
Ir -0.375 0.203 0.470
C 0.055 0.063 0.060
H 0.008 0.016 0.005
H 0.004 -0.003 -0.023
H 0.012 0.017 -0.009
C 0.085 0.184 0.032
H -0.008 -0.024 -0.013
H -0.002 0.001 0.003
C 0.061 0.102 -0.196
H -0.007 -0.006 0.016
O 0.068 0.051 0.043
N 0.060 0.036 0.075
O -0.165 0.063 0.059
H 0.034 0.011 -0.011
H -0.011 -0.016 0.021
H 0.000 0.007 0.003
C -0.040 -0.048 -0.017
H 0.001 0.003 -0.001
H 0.013 -0.004 0.001
H -0.006 0.005 -0.014
H 0.006 0.005 -0.003
H -0.018 0.017 0.009
H 0.001 0.001 -0.003
C -0.003 -0.068 -0.090
N 0.082 -0.138 -0.117
H 0.024 0.009 -0.015
H 0.001 -0.001 -0.009
N 0.012 -0.018 0.019
C -0.005 -0.009 0.006
C -0.001 -0.090 -0.059
O -0.109 0.130 -0.128
C -0.020 -0.027 0.011
C 0.036 0.003 0.001
H 0.004 0.003 -0.003
H -0.006 0.010 0.010

## Properties
* F_max: 0.635 eV/A
* E_LUMO (alpha / beta): -0.122 / -0.214 Eh
* 2S+1: 2
* net charge: +1
* HOMO (alpha / beta): -10.867 / -10.824 eV